Formula: C13H22N3O10P2Ru
Source: the Open Molecules 2025 dataset
Level of theory: ωB97M-V/def2-TZVPD

Calculated values
Relative energy (zero: lowest compared OMol25 entry of this formula, charge and spin) ... 11.8 kcal/mol
<S²> ... 8.76
2S+1 ... 6
Total charge ... 0
LUMO energy (spin up / spin down) ... -0.4 / -2.2 eV

Each line ends with the Mulliken spin population.
Cartesian coordinates (Å):
Ru1 -0.6126 1.6960 1.2744  4.11
N1 1.6323 2.2008 1.9318  0.12
C1 1.8466 3.5666 2.4552  -0.02
C2 1.1974 4.6290 1.5783  0.01
C3 -0.3083 4.7595 1.7730  0.01
O1 -0.8282 5.8164 2.0178  0.04
O2 -0.9788 3.6274 1.6439  0.22
H1 1.8150 1.5074 2.6519  0.00
H2 2.2652 2.0021 1.1638  0.00
H3 2.9135 3.7761 2.5479  0.01
H4 1.4213 3.6076 3.4586  0.00
H5 1.4095 4.4087 0.5256  0.00
H6 1.6344 5.6028 1.7929  0.00
O3 -4.3703 0.7943 1.2340  0.00
P1 -3.1939 0.0114 0.4773  0.02
O4 -3.6657 -0.9564 -0.5065  0.01
O5 -2.1787 1.0980 0.0363  0.15
O6 -2.4471 -0.7675 1.6813  0.00
P2 -1.6908 -0.3784 3.0386  0.00
O7 -2.2874 1.1019 3.3563  0.02
O8 -1.8435 -1.3757 4.0828  0.01
O9 -0.2819 0.0887 2.5613  0.18
H7 -4.2560 1.7487 1.1598  0.00
H8 -3.2102 1.1235 3.6392  0.00
C4 2.1644 -4.6239 -1.2258  0.00
C5 1.0638 -4.2506 -2.2062  0.00
N2 0.5818 -2.8805 -2.0155  0.00
C6 -0.7523 -2.7108 -1.4304  0.00
C7 -0.8303 -3.1856 0.0089  0.00
C8 1.3581 -1.8962 -2.5113  0.00
O10 2.3975 -2.0957 -3.1253  0.00
C9 0.9375 -0.4674 -2.2854  0.00
C10 0.8225 0.4062 -3.3570  0.00
C11 0.5136 1.7343 -3.1172  0.00
C12 0.3424 2.1518 -1.8110  0.01
N3 0.4863 1.3235 -0.7747  0.13
C13 0.7698 0.0382 -1.0078  -0.02
H9 2.4871 -5.6524 -1.3943  0.00
H10 1.8177 -4.5407 -0.1954  0.00
H11 3.0263 -3.9718 -1.3609  0.00
H12 0.2025 -4.9103 -2.0973  0.00
H13 1.4281 -4.3432 -3.2293  0.00
H14 -1.4625 -3.2720 -2.0444  0.00
H15 -1.0581 -1.6701 -1.5064  0.00
H16 -0.5856 -4.2462 0.0880  0.00
H17 -1.8417 -3.0354 0.3817  0.00
H18 -0.1415 -2.6336 0.6527  0.00
H19 0.9791 0.0397 -4.3632  0.00
H20 0.3952 2.4410 -3.9260  0.00
H21 0.0690 3.1748 -1.5809  0.00
H22 0.8475 -0.6116 -0.1412  0.01



Formula: C13H22N3O5
Source: the Open Molecules 2025 dataset
Level of theory: ωB97M-V/def2-TZVPD

Calculated values
Relative energy (zero: lowest compared OMol25 entry of this formula, charge and spin) ... 80.5 kcal/mol
SMILES ... CNC(=O)[C@@H](CC(C)C)NC(=O)[C@@H](CC(=O)[O-])NC(C)=O
2S+1 ... 1
Total charge ... -1
LUMO energy ... 2.8 eV

Each line ends with the Löwdin charge.
Cartesian coordinates (Å):
O1 -1.2080 -2.2265 3.8699  0.07
O2 0.9373 -1.4590 -0.4793  -0.13
O3 -1.8925 1.4223 1.1779  0.03
O4 2.9142 3.5874 1.1135  0.03
O5 -0.2570 -3.1966 -1.2353  -0.07
C1 -0.2228 -2.2423 3.2221  -0.55
C2 -0.1923 -2.0472 -0.7273  -0.68
C3 -0.9170 0.6669 1.1108  -0.45
C4 2.1775 2.6677 1.3980  -0.45
N1 2.6169 2.0423 2.4942  0.01
N2 -0.0599 -1.3539 2.2063  0.07
N3 0.2946 1.0642 0.7403  0.09
C5 1.0432 -3.0459 3.5910  0.01
C6 2.1241 0.9305 3.3382  -0.05
C7 2.1504 1.2400 -2.5275  -0.11
C8 2.8213 3.4215 -2.3067  -0.12
C9 2.3212 2.2960 -1.4974  -0.45
C10 -1.3662 -1.6282 0.0716  -0.05
C11 0.9392 2.6762 -0.9020  -0.07
C12 -1.1481 -0.8235 1.4294  -0.19
C13 0.8325 2.4196 0.6695  -0.13
H1 3.4899 2.4818 2.8012  0.15
H2 0.8998 -1.3782 1.7279  0.15
H3 1.0672 0.3314 0.6020  0.16
H4 0.8544 -3.8262 4.3100  0.07
H5 1.5953 -3.4258 2.7263  0.08
H6 1.6925 -2.4046 4.1077  0.04
H7 1.0939 0.6832 3.1672  0.06
H8 2.8128 0.1740 3.0025  0.08
H9 2.2937 1.3474 4.3674  0.10
H10 1.3893 1.4619 -3.3112  0.10
H11 3.1885 1.0360 -2.8750  0.09
H12 1.8435 0.2571 -2.1215  0.07
H13 2.6721 4.3464 -1.7518  0.08
H14 3.8321 3.3834 -2.6912  0.09
H15 2.2478 3.5734 -3.1254  0.04
H16 3.1279 2.0329 -0.8233  0.13
H17 -1.9254 -2.5553 0.4098  0.14
H18 -1.9161 -1.0172 -0.6243  0.11
H19 0.6619 3.6436 -1.1077  0.08
H20 0.1893 2.0886 -1.4728  0.13
H21 -2.0185 -0.9437 2.0039  0.12
H22 0.0184 3.0450 0.8999  0.13



Formula: C13H22N7SSn
Source: the Open Molecules 2025 dataset
Level of theory: ωB97M-V/def2-TZVPD

Calculated values
2S+1 ... 1
Total charge ... +3
LUMO energy ... -11.6 eV

Each line ends with the Löwdin charge.
Cartesian coordinates (Å):
Sn1 0.6977 0.0113 -0.0945  1.38
N1 3.5107 2.7585 -2.0787  0.17
C1 2.8186 2.0571 -1.2122  -0.79
S1 3.0012 0.3138 -1.1698  0.75
N2 1.9622 2.7150 -0.4427  0.01
N3 1.3070 2.1091 0.5001  -0.17
C2 0.8775 2.5803 1.6066  0.01
C3 0.2975 1.6850 2.6014  -0.25
C4 -0.0113 2.1704 3.8585  0.05
C5 -0.3723 1.2677 4.8547  0.04
C6 -0.4059 -0.0843 4.5542  0.02
C7 -0.1281 -0.4890 3.2553  -0.09
N4 0.2051 0.3774 2.2953  0.01
H1 4.1971 2.3127 -2.6706  0.13
H2 3.4389 3.7680 -2.1160  0.15
H3 1.0615 3.6163 1.8793  0.17
H4 0.0490 3.2327 4.0589  0.15
H5 -0.6066 1.6209 5.8507  0.15
H6 -0.6417 -0.8230 5.3080  0.14
H7 -0.1695 -1.5361 2.9883  0.12
C8 -0.9500 0.4340 -2.7228  -0.16
C9 -2.1200 0.0614 -1.8279  -0.13
N5 -1.6945 -0.0211 -0.4082  -0.10
C10 -2.0812 -1.2505 0.3111  -0.17
C11 -1.3557 -2.4830 -0.2000  -0.13
N6 0.1090 -2.2599 -0.3117  -0.11
C12 0.6900 -2.6687 -1.6138  -0.16
C13 0.1462 -1.8249 -2.7606  -0.13
N7 0.2336 -0.3874 -2.4179  -0.16
H8 -0.6779 1.4758 -2.5322  0.14
H9 -1.2506 0.3525 -3.7691  0.16
H10 -2.5685 -0.8851 -2.1260  0.13
H11 -2.8818 0.8298 -1.9533  0.15
H12 -2.0981 0.7616 0.1015  0.15
H13 -3.1563 -1.4295 0.2416  0.16
H14 -1.8384 -1.0966 1.3595  0.10
H15 -1.7397 -2.7859 -1.1717  0.13
H16 -1.5691 -3.2949 0.4949  0.16
H17 0.5873 -2.7816 0.4199  0.15
H18 0.4748 -3.7211 -1.8104  0.16
H19 1.7737 -2.5597 -1.5481  0.12
H20 -0.8828 -2.0829 -3.0035  0.13
H21 0.7454 -2.0508 -3.6421  0.16
H22 1.0161 0.0048 -2.9363  0.10